No. 1
Computed, not measured: a 14-piece molecular cluster, C38H109N5O14 overall at a distorted geometry, with ωB97M-V/def2-TZVPD.

Geometry as XYZ:
```
166
Properties=species:S:1:pos:R:3
C -3.0390 -5.6601 -0.9856
C -1.9971 -5.0260 -0.0771
C -2.1695 -3.5487 0.0988
O -3.3743 -3.2850 0.7795
C -3.6860 -1.9241 0.8264
N -1.8732 -5.8293 1.1603
H -3.2426 -5.0123 -1.8475
H -4.0454 -5.7705 -0.5378
H -2.5975 -6.5882 -1.3471
H -1.0787 -5.1184 -0.6120
H -2.2455 -3.0389 -0.8384
H -1.3202 -3.1472 0.7073
H -2.9293 -1.3962 1.4181
H -4.7048 -1.8325 1.2662
H -3.6069 -1.4435 -0.1530
H -2.7706 -5.8840 1.6581
H -1.1700 -5.4730 1.7701
C 0.3888 3.0756 4.5442
C -0.6986 4.0926 4.8602
C -0.8465 5.0762 3.6793
O 0.3271 5.8819 3.7556
C 0.5775 6.7523 2.5792
N -1.9652 3.4635 5.1717
H 0.7198 2.4835 5.3916
H 1.2309 3.6512 4.1936
H 0.0423 2.3132 3.8752
H -0.3670 4.7057 5.6954
H -1.7484 5.7238 3.7678
H -0.9120 4.5490 2.7129
H 1.5488 7.1950 2.7805
H -0.2491 7.4817 2.3759
H 0.6599 6.1575 1.6262
H -1.7892 2.8385 5.9380
H -2.5464 4.1759 5.6268
C -5.4130 1.8570 2.2677
C -3.8417 1.6147 2.1665
C -3.1022 2.8826 1.8584
O -3.4525 3.3513 0.5832
C -2.7001 4.5727 0.2390
N -3.2968 0.9690 3.3518
H -5.8831 0.8902 2.5369
H -5.9038 1.9877 1.3266
H -5.6551 2.6337 2.9452
H -3.6563 0.9452 1.3126
H -2.0446 2.6329 1.8154
H -3.1912 3.6009 2.6367
H -3.0923 4.8736 -0.6988
H -1.6457 4.2832 0.1534
H -2.7833 5.4100 0.9179
H -3.0850 1.5907 4.1277
H -3.9108 0.2006 3.5684
C 1.2285 -5.8406 6.2689
C 0.5637 -5.9935 4.9180
C 1.5647 -6.0494 3.7624
O 0.7264 -6.2913 2.6198
C 1.3156 -6.5832 1.3313
N -0.0374 -7.2720 4.9683
H 1.8781 -4.9651 6.2260
H 1.9164 -6.6791 6.4576
H 0.5085 -5.7859 7.0914
H -0.1330 -5.1651 4.6749
H 2.3098 -6.8281 3.8321
H 2.2126 -5.1752 3.6546
H 0.6222 -6.2882 0.5370
H 1.5542 -7.6277 1.2059
H 2.2552 -6.0155 1.2613
H -0.6975 -7.3161 5.7123
H -0.4588 -7.4318 4.0613
C -3.1744 -0.3145 -5.1556
C -3.3701 1.1793 -5.0470
C -2.5673 1.6788 -3.9035
O -2.9208 0.9596 -2.7232
C -4.0898 1.4557 -2.1502
N -3.1234 1.8741 -6.3256
H -3.6327 -0.8957 -4.3490
H -2.1204 -0.6089 -5.1371
H -3.5214 -0.7761 -6.1003
H -4.4676 1.3131 -4.8205
H -2.6072 2.7647 -3.7679
H -1.5720 1.4672 -4.1863
H -4.9710 1.1362 -2.7648
H -4.0606 2.5661 -2.0352
H -4.1725 0.9710 -1.1546
H -3.4262 2.8588 -6.2959
H -2.1426 1.7663 -6.5102
C -0.4820 -1.9842 -3.3696
C 0.6944 -2.6086 -2.5834
O 0.3920 -3.0368 -1.2601
H -0.8308 -1.0233 -3.0043
H -1.3989 -2.6121 -3.4961
H -0.1194 -1.8459 -4.3928
H 1.5496 -1.9419 -2.6828
H 1.0191 -3.5216 -3.1346
H -0.0146 -2.2834 -0.8301
C 0.0037 -0.2463 -7.4856
C 1.0098 0.5289 -6.6280
O 0.2743 1.0868 -5.5016
H -0.7110 0.4083 -7.8375
H -0.5012 -0.9415 -6.8635
H 0.4847 -0.7119 -8.3581
H 1.5688 1.3723 -7.0464
H 1.7635 -0.1196 -6.1983
H 0.7893 1.0128 -4.6792
C 3.5797 2.0937 -2.7803
C 3.3758 0.5939 -2.7641
O 2.4534 0.1764 -3.7911
H 4.3991 2.2999 -2.0813
H 2.6710 2.7063 -2.5296
H 3.9253 2.4542 -3.7248
H 2.9628 0.2995 -1.7942
H 4.3492 0.0944 -2.9383
H 2.0538 -0.6406 -3.5141
C 0.3086 5.7671 -2.4986
C -0.4197 4.5262 -3.0531
O -1.0472 4.8968 -4.2716
H 0.7505 5.5590 -1.5074
H -0.4259 6.5571 -2.4901
H 1.0770 6.0603 -3.2188
H -1.1874 4.1175 -2.4113
H 0.2673 3.6684 -3.2285
H -0.8360 4.2541 -4.9568
C 7.6328 -0.2141 -1.1830
C 6.6874 -0.3016 0.0234
O 5.3559 -0.0084 -0.3686
H 7.2869 -0.8704 -2.0108
H 8.5863 -0.6136 -0.7722
H 7.8265 0.8115 -1.5183
H 6.9451 0.4848 0.7261
H 6.8049 -1.2406 0.5970
H 4.8908 0.3141 0.4251
C 3.0275 -2.5056 1.3205
C 3.4682 -3.0188 0.0023
O 2.9252 -4.3019 -0.2795
H 3.4420 -1.5098 1.4950
H 3.3406 -3.1590 2.1287
H 1.9451 -2.3879 1.3906
H 4.5410 -3.1046 -0.0036
H 3.2390 -2.2778 -0.8241
H 2.0250 -4.0615 -0.5180
C -0.2235 1.9253 -0.5275
C 0.3193 0.4843 -0.7723
O -0.5743 -0.5334 -0.3847
H -0.3210 2.1181 0.5289
H -1.2007 1.9980 -1.0355
H 0.4193 2.6328 -1.0176
H 1.2449 0.4081 -0.2160
H 0.5241 0.3606 -1.8369
H -0.7771 -0.3347 0.5580
C 3.5527 3.4777 1.8010
C 2.7795 2.1444 1.4726
O 3.6173 0.9764 1.7963
H 3.4229 3.7146 2.8557
H 3.0911 4.2514 1.1821
H 4.5802 3.3123 1.4698
H 2.5541 2.0215 0.3983
H 1.8411 2.0817 2.0302
H 3.7385 0.9732 2.7318
C 0.9995 -0.9321 3.4076
C -0.4605 -1.0022 3.0626
O -0.8496 0.1804 2.3206
H 1.5157 -1.8326 3.6114
H 1.1734 -0.2396 4.2275
H 1.4857 -0.4537 2.5409
H -1.1104 -1.2283 3.9130
H -0.5459 -1.8914 2.4144
H -1.7692 0.3134 2.6181
```

Its HOMO energy is -8.669 eV. Its gap between HOMO and LUMO is 8.988 eV. As for the spin multiplicity: 1. As for the net charge: 0. Its total energy is -2840.14580 hartree. The energy above the lowest of the compared OMol25 structures with the same formula, charge and spin comes out at 68.6 kJ/mol. For the max |F|, the calculation gives 2.8 eV Å⁻¹. Its LUMO energy is 0.32 eV.

Atom charges from the Löwdin analysis, given in e for atoms 1 to 5: number 1, C, carries -0.055; number 2, C, carries -0.429; number 3, C, carries -0.221; number 4, O, carries -0.171; number 5, C, carries -0.110

No. 2
Computed, not measured: a 19-piece molecular cluster, C38H112ClO22 overall at a distorted geometry, with ωB97M-V/def2-TZVPD.

Geometry as XYZ:
```
173
Properties=species:S:1:pos:R:3
Cl -0.4461 -0.9026 -0.0384
O -1.2764 -1.3538 1.0515
O -0.9476 0.3768 -0.4779
O 0.8733 -0.7447 0.5551
O -0.5117 -1.9879 -0.9787
C 2.6783 -3.4488 -4.6928
C 1.6046 -2.6749 -3.8890
C 0.5266 -2.1973 -4.7635
O 1.1598 -3.5611 -2.8917
H 3.0689 -2.8206 -5.4933
H 2.2738 -4.2979 -5.2436
H 3.4539 -3.7648 -3.9952
H 2.0053 -1.7943 -3.3870
H 0.0958 -2.9891 -5.3764
H 0.9046 -1.4937 -5.5052
H -0.3408 -1.7496 -4.2783
H 0.6015 -3.1210 -2.2466
C -0.1271 4.9316 2.6591
C 1.0197 4.9264 1.7338
C 1.2380 3.5609 1.0865
O 0.6734 5.7422 0.6577
H -0.3537 5.9787 2.8602
H 0.0933 4.4633 3.6184
H -1.0466 4.5446 2.2199
H 1.9499 5.2301 2.2141
H 1.1696 2.7626 1.8254
H 2.1619 3.5633 0.5081
H 0.3769 3.3851 0.4419
H -0.1543 5.4296 0.2851
C 3.2916 2.6447 3.7673
C 4.4034 2.1605 4.6847
C 4.4951 0.6653 4.7470
O 5.5945 2.6557 4.1713
H 3.2665 3.7253 3.6264
H 2.3103 2.3373 4.1288
H 3.3586 2.1579 2.7943
H 4.2630 2.5814 5.6804
H 4.9982 0.3432 5.6588
H 4.9457 0.3232 3.8154
H 3.5172 0.1882 4.8110
H 6.2796 2.6993 4.8424
C -2.3118 -0.0141 5.3027
C -1.5476 0.9820 4.2970
C -0.0852 0.6503 4.1588
O -2.0874 0.8647 2.9710
H -3.3346 0.3526 5.3895
H -1.8606 0.0664 6.2916
H -2.4298 -1.0616 5.0252
H -1.6934 2.0233 4.5841
H 0.5047 0.9138 5.0366
H 0.4785 1.1035 3.3434
H 0.0142 -0.4341 4.1115
H -1.6344 0.1219 2.5652
C 2.2448 4.6437 -2.8047
C 1.7127 5.9193 -3.4846
C 2.6535 6.5395 -4.5075
O 0.4802 5.5706 -4.0459
H 3.0513 5.0296 -2.1812
H 2.6923 3.9283 -3.4946
H 1.5610 4.1460 -2.1171
H 1.5481 6.6275 -2.6726
H 2.1889 7.3599 -5.0545
H 3.0065 5.8190 -5.2452
H 3.5863 6.9060 -4.0790
H -0.0849 5.2792 -3.3267
C 1.5210 -5.2687 -0.1582
C 1.6724 -6.4324 -1.1396
C 0.4037 -7.2319 -1.4510
O 2.2690 -5.9654 -2.3561
H 0.9785 -4.4174 -0.5693
H 2.4942 -4.9098 0.1768
H 0.9334 -5.6060 0.6957
H 2.3621 -7.1773 -0.7427
H -0.3324 -6.6254 -1.9786
H -0.0631 -7.5667 -0.5246
H 0.6929 -8.1075 -2.0321
H 1.8048 -5.1851 -2.6679
C -2.6160 6.7974 0.3190
C -3.5596 5.7312 -0.2086
C -4.8235 5.6656 0.6117
O -3.9104 6.0254 -1.5322
H -3.0040 7.7830 0.5765
H -1.9021 6.9991 -0.4795
H -2.1007 6.3510 1.1695
H -3.0692 4.7722 -0.0416
H -5.4873 4.8485 0.3289
H -5.4048 6.5641 0.4046
H -4.6359 5.4886 1.6708
H -4.2033 6.9396 -1.5265
C 6.5068 2.2821 -1.5895
C 5.3670 1.8958 -0.6422
C 4.0495 1.4954 -1.3984
O 5.7937 0.8309 0.2308
H 7.4248 2.2420 -1.0033
H 6.4140 3.2789 -2.0207
H 6.5660 1.6306 -2.4614
H 5.1528 2.6257 0.1384
H 4.2878 0.7596 -2.1666
H 3.5766 2.3378 -1.9032
H 3.3056 1.0465 -0.7403
H 6.4562 1.2037 0.8170
C -2.2794 -6.2987 4.0660
C -1.5464 -4.9985 3.7465
C -1.6091 -3.9624 4.8914
O -0.1645 -5.3045 3.6853
H -3.3424 -6.0685 4.1378
H -1.8850 -6.7733 4.9645
H -2.0967 -6.9872 3.2411
H -1.9775 -4.4746 2.8935
H -2.6133 -4.0188 5.3117
H -1.4015 -2.9623 4.5110
H -0.9586 -4.2007 5.7329
H 0.2509 -4.5226 3.3142
C -2.7068 -0.1619 -3.4629
C -3.9334 -1.0809 -3.3554
C -4.2023 -1.5703 -1.9271
O -5.1018 -0.3163 -3.7341
H -2.8789 0.7454 -2.8839
H -2.6019 0.1465 -4.5031
H -1.8652 -0.7542 -3.1038
H -3.8012 -1.9895 -3.9428
H -3.3570 -2.1574 -1.5682
H -5.0640 -2.2295 -1.8217
H -4.2524 -0.7786 -1.1796
H -4.8011 0.4139 -4.2801
C -2.5441 -4.5354 -3.6713
O -3.3983 -5.5701 -3.2679
H -2.6597 -3.7032 -2.9769
H -1.5029 -4.8520 -3.7341
H -2.7564 -4.2235 -4.6939
H -3.2052 -5.8107 -2.3589
C -2.6045 -5.4179 0.1064
O -3.5613 -6.2570 -0.5359
H -1.8541 -5.1966 -0.6526
H -3.0479 -4.5477 0.5904
H -2.0608 -5.9054 0.9157
H -4.0748 -6.5917 0.2030
C -1.5463 3.4937 -2.2915
O -1.4129 4.9146 -2.3549
H -2.4385 3.2279 -2.8584
H -0.7097 3.0298 -2.8141
H -1.6237 3.0315 -1.3073
H -2.1941 5.3928 -2.0674
C -4.0888 2.0483 0.5807
O -3.8627 2.5217 1.8667
H -3.2459 2.2222 -0.0882
H -4.2973 0.9788 0.6063
H -4.9505 2.4775 0.0696
H -3.1679 2.0471 2.3289
C 3.9955 -2.1705 -0.6922
O 4.9559 -1.7537 0.2503
H 3.8191 -3.2416 -0.5936
H 3.0509 -1.6486 -0.5391
H 4.2750 -1.8465 -1.6947
H 4.9177 -0.7945 0.2394
C -4.4893 -2.1914 2.0674
O -5.4493 -2.3622 3.0687
H -4.8962 -2.2042 1.0563
H -4.0500 -1.2190 2.2896
H -3.6532 -2.8882 2.1264
H -6.1338 -1.7381 2.8164
C 0.9307 0.7209 -3.0370
O 1.6955 0.9437 -4.2276
H 1.1501 1.6082 -2.4432
H -0.1267 0.6918 -3.3000
H 1.1317 -0.2311 -2.5457
H 1.3076 1.6735 -4.7160
C 2.2269 -2.7936 2.9221
O 0.9574 -3.2286 2.6795
H 2.6912 -3.4091 3.6926
H 2.8070 -2.8741 2.0028
H 2.2298 -1.7482 3.2306
H 0.6313 -2.6782 1.9637
```

Its HOMO energy is -7.294 eV. Its gap between HOMO and LUMO is 9.289 eV. As for the spin multiplicity: 1. As for the net charge: -1. Its total energy is -3630.12845 hartree. For the max |F|, the calculation gives 3.1 eV Å⁻¹. Its LUMO energy is 1.99 eV.

Atom charges from the Löwdin analysis, given in e for atoms 1 to 5: number 1, Cl, carries 0.649; number 2, O, carries -0.373; number 3, O, carries -0.330; number 4, O, carries -0.350; number 5, O, carries -0.344

No. 3
Computed, not measured: C38H18F15GeInN7S as an isolated structure at a distorted geometry, with ωB97M-V/def2-TZVPD.

Geometry as XYZ:
```
81
Properties=species:S:1:pos:R:3
In 2.4414 1.0135 -2.3223
C 0.9924 -1.3022 -0.8661
N 2.1271 -0.4139 -0.5359
C 1.7837 0.4184 0.6361
C 2.4192 1.7662 0.6166
C 2.7851 2.4369 1.7686
C 3.1887 3.7565 1.6794
C 3.2314 4.3826 0.4393
C 2.8837 3.6565 -0.6721
N 2.4714 2.3723 -0.5831
C 3.4003 -1.1482 -0.4068
C 3.7541 -1.7453 -1.7506
C 4.4158 -2.9475 -1.8898
C 4.7020 -3.4133 -3.1636
C 4.3049 -2.6760 -4.2684
C 3.6333 -1.4917 -4.0576
N 3.3631 -1.0351 -2.8200
C 0.0730 -0.7339 -1.9140
C -1.1444 -1.3484 -2.1583
C -2.0207 -0.7838 -3.0546
C -1.6815 0.4087 -3.6945
C -0.4588 0.9624 -3.4399
N 0.4206 0.3835 -2.5712
H 0.3802 -1.4612 0.0219
H 1.3561 -2.2754 -1.1971
H 1.9507 -0.1017 1.5800
H 0.7049 0.6442 0.5136
H 2.7359 1.9282 2.7219
H 3.4748 4.2981 2.5729
H 3.5319 5.4161 0.3383
H 2.9275 4.0886 -1.6608
H 3.3490 -1.9254 0.3563
H 4.1743 -0.4375 -0.1034
H 4.7066 -3.5090 -1.0113
H 5.2285 -4.3505 -3.2938
H 4.5155 -3.0087 -5.2756
H 3.3039 -0.8818 -4.8892
H -1.4066 -2.2396 -1.5990
H -2.9825 -1.2463 -3.2379
H -2.3648 0.9016 -4.3711
H -0.1540 1.8878 -3.9077
F -3.6069 -2.8616 2.3328
C -4.2648 -2.2982 1.3064
C -4.0446 -0.9805 0.9564
C -4.8339 -0.4893 -0.0779
F -4.7471 0.7903 -0.4545
C -5.7484 -1.2682 -0.7567
F -6.4796 -0.7657 -1.7533
C -5.9083 -2.5902 -0.3925
F -6.7828 -3.3569 -1.0356
C -5.1687 -3.1088 0.6466
F -5.3389 -4.3818 1.0082
Ge -2.5791 0.1930 1.5899
S -1.3721 0.7754 -0.0738
C -3.3853 1.7004 2.5433
C -2.6374 2.8462 2.7784
F -1.3228 2.8796 2.5217
C -3.1826 3.9868 3.3218
F -2.4327 5.0686 3.5401
C -4.5211 4.0026 3.6572
F -5.0575 5.0958 4.1852
C -5.2953 2.8802 3.4610
F -6.5808 2.8961 3.8040
C -4.7200 1.7500 2.9144
F -5.5240 0.6887 2.7648
C -1.4527 -0.8461 2.8543
C -0.9289 -2.0690 2.4698
F -1.2449 -2.6172 1.2771
C -0.0703 -2.8031 3.2576
F 0.4209 -3.9724 2.8358
C 0.2955 -2.3128 4.4952
F 1.1283 -3.0049 5.2660
C -0.2006 -1.1019 4.9240
F 0.1637 -0.6267 6.1128
C -1.0590 -0.3908 4.1046
F -1.4832 0.7839 4.5854
N 4.1194 1.9041 -3.0308
C 4.7439 1.6591 -4.0348
N 5.3766 1.4449 -5.0537
C 6.2394 0.5218 -5.4802
N 6.9691 -0.2675 -5.9004
```

Its HOMO energy is -10.173 eV. Its gap between HOMO and LUMO is 6.433 eV. As for the spin multiplicity: 1. As for the net charge: +1. Its total energy is -6005.13278 hartree. The energy above the lowest of the compared OMol25 structures with the same formula, charge and spin comes out at 283.4 kJ/mol. For the max |F|, the calculation gives 1.3 eV Å⁻¹. Its LUMO energy is -3.74 eV.

Atom charges from the Löwdin analysis, given in e for atoms 1 to 5: number 1, In, carries 0.982; number 2, C, carries -0.109; number 3, N, carries -0.203; number 4, C, carries -0.141; number 5, C, carries -0.234

No. 4
Computed, not measured: C38H23BrClIN6O5Sc as an isolated structure at a distorted geometry, with ωB97M-V/def2-TZVPD.

Geometry as XYZ:
```
76
Properties=species:S:1:pos:R:3
Sc 12.1514 11.7508 16.1451
O 14.5009 14.4121 18.2873
C 14.9931 13.6618 19.2654
C 16.2043 13.9888 19.8797
C 16.7949 13.1551 20.8318
C 16.1535 11.9713 21.2194
C 14.9693 11.5874 20.5981
C 14.3826 12.3828 19.5777
C 13.2445 11.9812 18.7759
O 12.7474 12.8781 17.9739
N 12.7340 10.7660 18.8932
N 11.6013 10.7269 18.1279
C 10.6429 9.8499 18.2968
C 9.3222 10.0427 17.6380
C 8.1958 9.3659 18.1724
C 6.9503 9.3886 17.5853
C 6.8763 10.0760 16.3535
C 7.9024 10.7953 15.7982
C 9.1511 10.8965 16.4357
O 10.1178 11.7265 16.1379
H 13.6718 13.8238 17.9314
H 16.7269 14.8824 19.5884
H 17.7078 13.4885 21.4056
H 16.4508 11.3045 21.9931
H 14.3857 10.7259 20.9612
H 10.7483 8.9642 18.9183
H 8.2686 8.7635 19.1280
H 6.1043 8.8224 17.9183
H 5.8985 10.1616 15.8232
H 7.7018 11.4098 14.8839
Br 5.5831 10.2086 9.3066
C 7.0840 9.1562 8.9431
C 8.1671 9.7345 8.2478
C 9.4140 9.1404 8.2616
C 9.6034 8.0823 9.1796
C 8.4809 7.3240 9.6358
C 7.2189 7.9070 9.6440
N 10.8609 7.9371 9.7012
N 10.8147 7.3756 10.8509
C 11.4070 7.9268 11.9469
C 11.5670 7.0995 13.1227
C 11.9026 7.7001 14.3607
C 12.0297 9.1014 14.5925
O 12.4068 9.6332 15.7167
C 11.8128 9.9200 13.4152
N 11.9637 11.2847 13.7105
C 11.8629 12.0868 12.6415
C 11.8891 11.6384 11.3172
C 11.8697 10.2711 11.0400
C 11.6813 9.3598 12.1175
H 7.9872 10.6678 7.6953
H 10.2176 9.6286 7.6663
H 8.7022 6.4397 10.2549
H 6.3618 7.5715 10.1420
H 11.3378 6.0390 13.0204
H 12.0798 7.0530 15.2308
H 11.8102 13.1485 12.8440
H 12.0443 12.3951 10.5302
H 12.0029 9.8618 10.0355
Cl 15.6043 17.0934 13.4665
C 15.1329 15.5568 13.9240
C 16.0269 14.5245 13.9153
C 15.6035 13.2420 14.3263
I 16.6913 11.5248 13.8710
C 14.4376 13.1203 15.0295
O 14.2305 12.1546 15.8091
C 13.4465 14.2157 14.9371
N 12.1954 13.9220 15.3570
C 11.2469 14.8596 15.2851
C 11.5352 16.1785 14.7942
C 12.8092 16.4371 14.3802
C 13.8046 15.4564 14.3735
H 17.0475 14.8181 13.6436
H 10.2661 14.5733 15.6641
H 10.8291 17.0295 14.8056
H 13.1112 17.4752 14.1240
```

Its HOMO energy (spin up / spin down) is -4.931 / -4.640 eV. Its gap between HOMO and LUMO (spin up / spin down) is 6.080 / 5.726 eV. As for the spin multiplicity: 1. As for the net charge: -1. Its total energy is -6259.44153 hartree. The energy above the lowest of the compared OMol25 structures with the same formula, charge and spin comes out at 35.3 kJ/mol. For the max |F|, the calculation gives 3.5 eV Å⁻¹. Its LUMO energy (spin up / spin down) is 1.15 / 1.09 eV.

Atom charges from the Löwdin analysis, given in e for atoms 1 to 5: number 1, Sc, carries 1.102; number 2, O, carries 0.027; number 3, C, carries -0.269; number 4, C, carries -0.029; number 5, C, carries -0.096